{
  "formula": "C3H10N2S",
  "method": "the ωB97M-V functional and the def2-TZVPD basis",
  "species": ["N", "C", "C", "N", "C", "S", "H", "H", "H", "H", "H", "H", "H", "H", "H", "H"],
  "coordinates": [[1.200, 1.616, -2.126], [0.260, 1.477, -1.017], [0.453, 0.113, -0.336], [-0.257, -0.926, -1.068], [-0.074, 0.256, 1.089], [-0.626, -1.248, 1.980], [0.934, 2.344, -2.776], [1.229, 0.743, -2.647], [-0.788, 1.527, -1.310], [0.483, 2.273, -0.312], [1.513, -0.134, -0.369], [0.297, -1.487, -1.691], [-1.100, -0.577, -1.517], [-0.913, 0.946, 1.150], [0.668, 0.703, 1.760], [-1.472, -1.618, 1.017]],
  "lowdin_charge": [-0.0060, -0.2737, -0.4610, 0.0147, -0.5436, 0.6744, 0.0636, 0.0583, 0.1078, 0.1085, 0.1406, 0.0702, 0.0813, 0.0605, 0.0709, -0.1665],
  "homo_ha": -0.322,
  "e_above_lowest_kj_mol": 26.5,
  "charge": 0
}

***

{
  "formula": "C44H37AgBr2NO5P2",
  "method": "the ωB97M-V functional and the def2-TZVPD basis",
  "species": ["Ag", "O", "P", "C", "P", "O", "C", "C", "C", "C", "C", "C", "C", "C", "C", "C", "C", "C", "C", "C", "C", "C", "C", "C", "C", "C", "C", "C", "C", "C", "H", "H", "H", "H", "H", "H", "H", "H", "H", "H", "H", "H", "H", "H", "H", "H", "H", "H", "H", "H", "H", "H", "Br", "C", "C", "C", "Br", "C", "C", "C", "C", "N", "C", "C", "O", "H", "H", "H", "H", "C", "C", "C", "C", "C", "C", "C", "C", "C", "C", "O", "O", "H", "H", "H", "H", "H", "H", "H", "H", "H", "H", "H"],
  "coordinates": [[0.019, 0.230, 0.724], [2.559, 0.045, 0.031], [2.779, 1.001, -1.072], [1.232, 1.764, -1.678], [0.595, 3.056, -0.581], [0.759, 2.789, 0.872], [1.489, 4.551, -1.081], [2.168, 5.256, -0.096], [2.885, 6.397, -0.429], [2.922, 6.837, -1.743], [2.236, 6.140, -2.731], [1.519, 5.002, -2.399], [-1.123, 3.339, -1.043], [-1.887, 4.081, -0.143], [-3.202, 4.392, -0.446], [-3.763, 3.951, -1.637], [-3.012, 3.194, -2.524], [-1.690, 2.893, -2.231], [3.454, 0.215, -2.554], [3.780, -1.131, -2.428], [4.281, -1.828, -3.519], [4.457, -1.185, -4.734], [4.121, 0.157, -4.869], [3.614, 0.853, -3.783], [3.883, 2.339, -0.562], [3.970, 2.543, 0.814], [4.775, 3.559, 1.309], [5.490, 4.369, 0.439], [5.406, 4.167, -0.933], [4.606, 3.152, -1.432], [0.523, 0.925, -1.735], [1.378, 2.163, -2.685], [2.146, 4.885, 0.921], [3.424, 6.937, 0.340], [3.486, 7.725, -2.001], [2.259, 6.487, -3.756], [0.972, 4.473, -3.173], [-1.449, 4.384, 0.801], [-3.797, 4.961, 0.257], [-4.797, 4.180, -1.866], [-3.460, 2.824, -3.437], [-1.117, 2.283, -2.918], [3.604, -1.623, -1.479], [4.520, -2.879, -3.421], [4.843, -1.732, -5.585], [4.243, 0.655, -5.822], [3.339, 1.894, -3.907], [3.398, 1.905, 1.477], [4.841, 3.715, 2.378], [6.118, 5.161, 0.830], [5.963, 4.800, -1.612], [4.553, 2.997, -2.503], [0.044, -4.557, -1.555], [-1.465, -3.509, -1.074], [-2.712, -4.130, -1.029], [-3.836, -3.427, -0.692], [-5.511, -4.335, -0.645], [-3.754, -2.045, -0.392], [-4.858, -1.238, -0.041], [-4.674, 0.090, 0.219], [-3.378, 0.623, 0.127], [-2.335, -0.097, -0.197], [-2.485, -1.417, -0.448], [-1.254, -2.150, -0.781], [-0.131, -1.583, -0.799], [-2.781, -5.184, -1.261], [-5.838, -1.690, 0.025], [-5.503, 0.726, 0.501], [-3.200, 1.670, 0.343], [-0.251, 0.531, 9.276], [-0.262, 0.376, 7.778], [-0.306, 1.484, 6.943], [-0.350, 1.353, 5.557], [-0.413, 2.574, 4.678], [-0.328, 0.077, 4.995], [-0.269, -1.052, 5.815], [-0.236, -2.428, 5.207], [-0.247, -0.886, 7.195], [-0.341, -0.061, 3.482], [-1.368, 0.338, 2.886], [0.689, -0.534, 2.945], [0.002, 1.552, 9.564], [0.475, -0.139, 9.740], [-1.229, 0.300, 9.707], [-0.309, 2.480, 7.377], [-0.309, 3.484, 5.273], [-1.356, 2.600, 4.133], [0.373, 2.558, 3.919], [0.593, -2.515, 4.505], [-1.148, -2.623, 4.638], [-0.144, -3.193, 5.980], [-0.207, -1.767, 7.829]],
  "lowdin_charge": [0.7739, -0.3222, 0.7089, -0.3049, 0.6891, -0.3356, -0.2673, -0.0746, -0.0826, -0.0893, -0.0858, -0.0829, -0.2766, -0.0737, -0.0855, -0.0884, -0.0788, -0.0793, -0.2578, -0.0482, -0.0688, -0.0884, -0.0887, -0.1008, -0.2641, -0.0696, -0.0747, -0.0971, -0.0916, -0.0739, 0.0658, 0.0586, 0.1086, 0.1067, 0.0998, 0.0997, 0.1042, 0.1143, 0.1044, 0.1017, 0.1044, 0.1033, 0.1134, 0.1056, 0.0997, 0.0992, 0.0918, 0.1138, 0.1079, 0.1015, 0.1030, 0.0905, 0.6970, -0.6182, -0.2059, -0.6504, 0.6931, -0.2006, -0.0492, -0.0545, -0.1431, 0.0882, -0.1377, -0.4617, -0.1444, 0.0842, 0.0670, 0.0970, 0.0928, -0.0708, -0.2884, -0.0263, -0.2046, -0.0402, -0.0629, -0.2064, -0.0380, -0.0251, -0.6883, -0.0494, -0.0524, 0.0654, 0.0700, 0.0735, 0.1039, 0.0668, 0.0782, 0.0793, 0.0780, 0.0903, 0.0672, 0.1081],
  "homo_ha": -0.150,
  "charge": -1
}

***

{
  "formula": "C38H57Br2F3N9O",
  "method": "the ωB97M-V functional and the def2-TZVPD basis",
  "species": ["C", "C", "C", "C", "C", "C", "N", "C", "C", "C", "C", "F", "Br", "C", "F", "F", "Br", "C", "C", "C", "C", "C", "N", "N", "N", "C", "C", "C", "C", "N", "O", "C", "C", "H", "H", "H", "H", "H", "H", "H", "H", "H", "H", "H", "H", "H", "H", "H", "H", "H", "H", "H", "H", "H", "H", "H", "H", "H", "H", "H", "H", "H", "C", "C", "C", "C", "N", "H", "H", "H", "H", "H", "H", "H", "C", "C", "C", "C", "N", "H", "H", "H", "H", "H", "H", "H", "C", "C", "C", "C", "N", "H", "H", "H", "H", "H", "H", "H", "C", "C", "C", "C", "N", "H", "H", "H", "H", "H", "H", "H"],
  "coordinates": [[4.475, -2.376, 4.066], [3.799, -2.180, 2.740], [2.428, -1.953, 2.657], [1.792, -1.791, 1.431], [2.504, -1.838, 0.241], [1.882, -1.673, -1.126], [0.476, -1.220, -1.118], [0.177, 0.069, -1.422], [1.262, 1.076, -1.715], [2.109, 1.523, -0.516], [1.405, 2.373, 0.539], [2.400, 2.880, 1.316], [0.226, 1.396, 1.726], [0.618, 3.587, -0.053], [-0.651, 3.297, -0.338], [1.212, 4.061, -1.159], [0.559, 5.066, 1.243], [-1.140, 0.464, -1.493], [-2.145, -0.431, -1.213], [-1.837, -1.735, -0.856], [-3.004, -2.636, -0.543], [-3.832, -2.147, 0.696], [-5.041, -1.424, 0.322], [-4.275, -3.302, 1.464], [-3.025, -1.253, 1.555], [-0.505, -2.138, -0.831], [-0.155, -3.572, -0.510], [-0.442, -4.022, 0.946], [-0.854, -5.501, 0.894], [-1.976, -5.981, 1.631], [-0.216, -6.233, 0.199], [3.880, -2.042, 0.319], [4.511, -2.204, 1.538], [4.926, -1.437, 4.385], [3.773, -2.686, 4.840], [5.223, -3.160, 3.970], [1.843, -1.907, 3.563], [0.724, -1.629, 1.426], [1.928, -2.615, -1.659], [2.499, -0.985, -1.690], [0.861, 1.916, -2.267], [1.946, 0.582, -2.406], [2.914, 2.144, -0.891], [2.522, 0.659, -0.008], [-1.408, 1.467, -1.771], [-3.172, -0.107, -1.279], [-2.728, -3.675, -0.415], [-3.681, -2.593, -1.392], [-4.811, -0.492, 0.004], [-5.539, -1.915, -0.412], [-4.912, -2.958, 2.175], [-3.460, -3.694, 1.924], [-3.272, -1.443, 2.518], [-3.279, -0.279, 1.417], [-0.773, -4.182, -1.160], [0.869, -3.826, -0.735], [0.484, -4.006, 1.512], [-1.197, -3.410, 1.431], [-2.817, -5.832, 1.078], [-2.058, -5.436, 2.484], [4.475, -2.084, -0.586], [5.580, -2.356, 1.594], [0.771, -0.078, 7.382], [-0.438, -0.862, 6.887], [-0.285, -2.378, 7.071], [0.870, -2.881, 6.323], [1.782, -3.251, 5.737], [1.672, -0.336, 6.822], [0.607, 0.992, 7.261], [0.960, -0.273, 8.439], [-0.606, -0.639, 5.830], [-1.328, -0.536, 7.427], [-1.176, -2.898, 6.718], [-0.148, -2.625, 8.124], [6.755, 3.549, -3.781], [6.823, 3.883, -2.295], [6.986, 2.642, -1.409], [5.855, 1.726, -1.572], [4.965, 1.017, -1.700], [5.888, 2.927, -4.011], [6.671, 4.460, -4.372], [7.651, 3.017, -4.105], [5.919, 4.422, -2.002], [7.665, 4.551, -2.112], [7.045, 2.927, -0.358], [7.902, 2.107, -1.664], [0.024, 4.315, -6.624], [0.043, 4.835, -5.191], [0.186, 3.716, -4.151], [-0.934, 2.776, -4.228], [-1.811, 2.041, -4.288], [-0.832, 3.661, -6.800], [-0.048, 5.143, -7.328], [0.934, 3.756, -6.852], [-0.873, 5.396, -4.997], [0.876, 5.530, -5.069], [0.209, 4.133, -3.148], [1.115, 3.165, -4.312], [-7.090, 0.385, -2.698], [-7.924, 1.489, -2.058], [-7.068, 2.592, -1.424], [-6.215, 2.053, -0.362], [-5.557, 1.631, 0.475], [-6.476, -0.129, -1.956], [-7.734, -0.360, -3.162], [-6.430, 0.787, -3.469], [-8.578, 1.055, -1.299], [-8.567, 1.940, -2.814], [-7.701, 3.367, -0.993], [-6.429, 3.059, -2.175]],
  "lowdin_charge": [-0.0451, -0.2508, -0.0260, -0.0844, -0.2203, -0.0591, 0.0847, -0.1596, -0.0874, -0.1458, -0.8036, -0.0467, 0.8962, -0.9178, 0.0152, 0.0418, 0.8350, -0.0003, 0.0398, -0.1273, -0.0470, -0.6471, 0.0866, 0.0881, 0.0980, -0.0823, -0.0869, -0.0861, -0.4976, 0.1224, 0.1220, -0.0320, -0.0236, 0.0875, 0.0281, 0.0838, 0.0876, 0.0798, 0.1359, 0.1114, 0.0873, 0.1195, 0.1010, 0.1023, 0.0949, 0.1245, 0.0977, 0.1257, 0.0030, 0.0796, 0.0860, 0.0427, 0.0765, 0.0680, 0.1282, 0.1111, 0.1152, 0.0931, 0.0891, 0.0775, 0.1176, 0.1174, -0.1041, -0.2592, -0.1794, -0.2030, 0.1744, 0.0687, 0.0744, 0.0806, 0.1043, 0.1095, 0.1167, 0.1248, -0.1074, -0.2562, -0.1743, -0.2021, 0.1730, 0.0671, 0.0747, 0.0799, 0.1095, 0.1114, 0.1218, 0.1255, -0.1036, -0.2487, -0.1928, -0.2348, 0.1670, 0.0726, 0.0765, 0.0784, 0.1154, 0.1118, 0.0929, 0.1239, -0.1020, -0.2513, -0.1773, -0.2143, 0.1553, 0.0456, 0.0774, 0.0807, 0.1148, 0.1115, 0.1224, 0.1229],
  "homo_ha": -0.410,
  "charge": 1
}

***

> Which of these has the lowest charge?

C44H37AgBr2NO5P2

***

> Which value of charge does entry 1 give?

0

***

> What is the charge in the second record?

-1